Entry from the OMol25 dataset: C3H6ClNO2S in the gas phase in a non-equilibrium geometry (ωB97M-V/def2-TZVPD).

Geometry as ORCA input:
```
! wB97M-V def2-TZVPD RIJCOSX def2/J DEFGRID3
* xyz 0 1
C 0.84 -0.67 0.41
C -1.29 -1.08 -0.65
C -0.92 1.14 0.47
N -0.29 -0.17 0.07
O 1.15 -1.81 0.49
O 1.92 1.56 -0.86
S 2.15 0.96 0.40
Cl 3.63 -0.54 0.15
H -1.08 -0.80 -1.72
H -0.84 -2.13 -0.31
H -2.26 -1.00 -0.25
H -0.17 1.69 1.16
H -1.02 1.83 -0.42
H -1.83 1.03 1.07
*
```

Its total energy is -32148.96157 eV. For the maximum force, the calculation gives 5.90 eV/A. The calculation puts the relative energy (zero: lowest compared OMol25 entry of this formula, charge and spin) at 1.786 eV.